# 1
Entry from OMol25: a structure of composition C35H49BrN6O2ReS (the ωB97M-V functional and the def2-TZVPD basis).

Output
HOMO level (alpha / beta): -12.84 / -12.84 eV
2S+1: 2
Max |F|: 0.6 eV/Å
Molar mass: 884.0 g/mol
Net charge: +2
ΔE to the lowest compared entry with this formula, charge and spin: 1.5432 eV

Each line ends with the Mulliken spin population.
CARTESIAN COORDINATES (ANGSTROEM)
C1 0.121 4.305 0.899  0.002
H1 2.334 4.013 4.114  0.000
H2 0.678 2.409 -1.782  -0.001
C2 0.733 2.288 2.239  -0.001
H3 -2.452 1.695 -3.694  -0.001
H4 -3.252 5.100 0.613  0.000
H5 -1.216 5.629 1.953  0.000
H6 3.015 1.160 -1.670  -0.003
H7 1.009 4.914 0.711  0.000
C3 2.912 -3.264 -0.542  -0.016
N1 -1.954 0.384 -2.107  -0.021
H8 0.459 -6.232 1.046  0.000
H9 5.864 -1.875 0.390  0.000
H10 2.404 3.692 8.402  0.000
C4 2.375 0.281 -1.637  -0.022
C5 4.253 -0.825 -0.543  -0.004
H11 -2.276 -0.057 -0.038  0.013
H12 -4.371 -0.842 -0.893  0.001
H13 -0.185 0.964 -4.347  -0.010
C6 -0.007 -4.948 2.718  0.001
H14 -3.954 0.588 -2.735  -0.003
H15 1.743 2.120 -3.163  -0.004
N2 -1.785 -2.540 -2.139  -0.008
C7 4.865 -1.939 -0.017  -0.003
C8 -1.746 -3.555 -2.927  0.018
C9 -0.075 -2.613 -4.500  0.048
H16 -0.595 -3.410 4.112  0.000
H17 4.668 -4.041 0.383  0.000
C10 -0.319 1.739 -3.592  0.057
C11 -1.140 5.159 0.966  0.000
H18 -2.527 -2.144 -0.248  -0.012
C12 -0.810 -3.701 -4.010  0.024
H19 -3.051 1.435 -0.622  -0.003
H20 -0.321 2.688 -4.132  0.002
H21 -3.753 2.855 1.411  0.000
O1 1.045 -2.266 -1.573  0.046
H22 -2.043 2.449 1.582  0.000
C13 -0.189 -4.283 0.443  0.004
H23 3.107 4.689 6.291  0.000
H24 1.361 4.725 6.331  0.000
C14 2.222 4.052 6.272  0.000
H25 1.450 -4.087 -7.117  0.001
C15 -0.754 -2.802 2.055  0.004
H26 1.252 0.852 3.485  0.000
C16 -0.458 -3.693 3.079  -0.001
C17 -2.157 0.810 -0.688  0.037
H27 4.761 0.131 -0.550  -0.001
N3 -0.617 -3.058 0.770  0.008
N4 0.313 3.550 2.132  0.000
H28 0.163 -6.030 -6.284  0.000
H29 -1.033 5.979 0.253  0.000
H30 0.144 4.060 2.985  0.000
C18 2.237 3.128 7.486  0.000
C19 -2.766 3.267 1.626  0.000
C20 2.294 -2.133 -1.060  0.042
H31 -2.788 3.633 2.654  0.000
C21 -2.926 -2.388 -1.230  0.019
C22 2.956 -0.904 -1.074  0.013
C23 -3.230 -0.223 -2.623  0.014
C24 -2.424 4.391 0.650  0.000
C25 0.861 1.752 -2.638  -0.019
H32 -0.085 -4.477 -0.619  0.001
C26 0.092 -5.078 -5.779  -0.002
C27 0.729 -2.751 -5.621  0.005
H33 0.043 3.584 0.086  -0.001
H34 -4.654 -1.738 -2.362  -0.001
H35 1.278 -1.892 -5.984  -0.001
H36 0.035 3.219 4.760  0.000
C28 0.123 -5.257 1.370  -0.002
S1 1.031 1.283 0.895  0.003
N5 1.179 0.408 -2.104  -0.030
H37 -2.496 -4.336 -2.799  -0.005
H38 1.297 2.589 7.611  0.000
O2 -0.132 -1.366 -3.935  -0.015
H39 0.233 -5.678 3.479  0.000
C29 0.816 -3.981 -6.246  0.011
H40 3.028 2.601 4.890  0.000
N6 0.864 1.782 3.476  0.000
C30 -1.680 1.633 -2.929  -0.035
H41 3.038 2.390 7.403  0.000
C31 0.893 2.541 4.725  0.000
H42 -3.009 -0.605 -3.621  -0.011
H43 2.387 -4.208 -0.559  0.000
C32 2.194 3.308 4.938  0.000
H44 -3.454 -3.339 -1.133  -0.007
Re1 -0.303 -1.064 -2.112  0.886
H45 -2.334 3.978 -0.362  0.000
Br1 -1.441 -1.095 2.513  0.000
H46 0.727 1.822 5.525  0.000
H47 -1.821 2.481 -2.256  0.002
H48 -1.315 -5.764 -4.319  0.000
C33 4.188 -3.160 -0.023  0.006
C34 -0.726 -4.931 -4.681  0.008
H49 -1.282 1.363 -0.348  -0.028
C35 -3.869 -1.296 -1.747  -0.002

# 2
Entry from OMol25: a structure of composition C35H50AlBN4O4P2Si at a distorted geometry (the ωB97M-V functional and the def2-TZVPD basis).

Output
HOMO level (alpha / beta): -6.91 / -6.91 eV
Max |F|: 3.6 eV/Å
Molar mass: 718.6 g/mol
ΔE to the lowest compared entry with this formula, charge and spin: 0.0000 eV

Each line ends with the Mulliken charge.
CARTESIAN COORDINATES (ANGSTROEM)
C1 2.215 -6.762 -1.443  -0.470
P1 -0.103 3.245 1.047  -1.183
N1 0.728 4.463 0.221  0.387
C2 -0.094 3.340 3.832  -0.412
C3 -0.905 -2.311 2.067  0.424
H1 -0.804 -5.522 0.991  0.414
C4 -3.926 4.248 0.517  -0.798
C5 1.890 -4.432 -1.050  -0.081
H2 2.234 -3.404 -0.877  0.363
H3 -0.210 4.647 -1.675  0.288
Si1 1.641 0.175 -3.647  0.465
H4 3.063 1.619 -5.157  0.366
H5 2.606 4.022 2.302  0.225
H6 -4.613 2.644 1.743  0.323
C6 -3.758 -5.018 -2.815  -0.708
O1 0.268 1.955 0.286  0.775
H7 -5.472 -3.126 -0.619  0.420
H8 -4.685 4.878 0.937  0.404
H9 -4.034 4.386 -0.595  0.260
H10 0.548 0.242 -5.919  0.324
H11 -0.057 6.295 0.995  0.187
C7 2.755 -5.499 -1.238  -0.963
H12 -4.580 2.227 0.086  0.390
H13 3.819 -5.284 -1.128  0.439
H14 -1.586 -4.860 -2.982  0.532
H15 -1.675 -3.977 4.896  0.428
H16 -2.011 5.360 0.056  0.236
H17 2.895 1.905 4.150  0.293
O2 -0.692 0.021 2.507  -0.694
C8 -3.404 -3.289 -0.580  -0.946
H18 0.683 -1.334 -5.143  0.298
H19 -2.239 1.555 0.193  -0.123
N2 -1.681 3.426 1.084  0.743
C9 -2.475 4.680 0.843  -0.489
B1 3.685 -2.298 0.992  0.403
C10 0.429 -0.283 -4.948  -1.128
H20 2.515 -2.134 -3.188  0.214
C11 -1.483 -3.802 3.853  -0.528
C12 0.906 5.808 0.745  -0.413
C13 2.075 3.082 2.667  -0.278
H21 2.692 5.422 -1.888  0.325
N3 0.610 3.216 2.511  0.654
H22 -1.330 -1.716 4.157  0.323
H23 1.469 5.747 1.686  0.305
H24 2.941 -7.621 -1.529  0.276
C14 0.490 -4.612 -1.091  0.518
H25 -3.392 -2.709 0.327  0.306
C15 0.928 2.680 4.823  -0.700
H26 3.069 2.220 -3.481  0.239
O3 -0.110 -0.748 0.436  0.909
H27 2.464 2.247 2.074  0.011
H28 3.706 -1.082 -2.583  0.250
H29 -2.348 5.284 1.725  0.380
C16 1.690 6.628 -0.289  -0.654
H30 -1.150 -5.994 -1.187  0.540
H31 -5.810 -4.690 -2.584  0.334
H32 1.253 7.610 -0.547  0.292
H33 0.829 3.202 5.803  0.379
H34 0.633 1.626 5.040  0.227
C17 -2.579 2.216 1.052  0.113
C18 -0.888 -3.353 1.149  0.111
C19 -0.033 -5.907 -1.202  -0.371
C20 -1.473 -4.886 2.939  -0.757
H35 -1.016 2.734 3.891  0.199
C21 2.941 -1.201 -3.410  -1.042
H36 -3.802 -5.703 -3.610  0.463
O4 0.835 0.404 -2.194  0.356
C22 -1.011 -4.672 1.648  -0.516
H37 1.203 3.601 -1.663  -0.208
C23 1.706 5.723 -1.547  -0.663
C24 2.392 1.787 -4.254  -1.044
H38 3.499 -1.322 -4.333  0.462
H39 -1.871 -5.867 3.194  0.389
H40 -2.469 1.650 2.001  0.094
Al1 0.850 0.492 -0.408  -2.061
H41 1.576 2.499 -4.484  0.253
H42 0.431 -7.955 -1.795  0.405
H43 2.731 -2.911 1.255  -0.221
C25 0.825 4.534 -1.258  -0.190
C26 -4.838 -4.375 -2.209  -0.669
C27 0.817 -6.966 -1.519  -1.006
H44 1.251 6.246 -2.399  0.379
C28 -4.019 2.757 0.852  -0.698
N4 2.659 0.002 0.092  -0.166
H45 -0.586 -0.222 -4.537  0.277
C29 3.244 -0.923 0.494  0.352
P2 -0.682 -3.291 -0.648  0.748
H46 2.720 6.923 0.146  0.251
C30 2.316 2.854 4.196  -0.636
H47 4.412 -2.753 0.102  -0.191
H48 -0.345 4.389 4.059  0.407
C31 -0.643 -0.890 1.642  0.296
C32 -1.250 -2.537 3.412  -0.473
C33 -2.474 -4.577 -2.409  -0.425
C34 -2.277 -3.766 -1.271  0.693
C35 -4.637 -3.549 -1.122  -0.494
H49 2.992 3.565 4.665  0.381
H50 4.390 -2.344 2.077  -0.097

# 3
Entry from OMol25: a cluster of 3 separate species, C35H50B2F6N4O16P in total at a distorted geometry (the ωB97M-V functional and the def2-TZVPD basis).

Output
HOMO level: -11.38 eV
Max |F|: 1.0 eV/Å
Molar mass: 949.4 g/mol
Net charge: +1

Each line ends with the Mulliken charge.
CARTESIAN COORDINATES (ANGSTROEM)
H1 -2.234 -1.506 1.956  0.225
H2 -5.331 -1.584 -8.278  0.439
C1 -3.859 -5.341 5.932  -0.957
H3 4.099 1.756 -1.502  0.362
F1 2.777 -1.290 -6.871  -0.268
H4 1.160 3.768 2.593  1.301
O1 -4.713 -4.652 8.025  -0.607
H5 -1.026 1.229 0.969  -0.194
H6 -1.044 0.644 -0.628  1.155
B1 1.129 2.399 -1.311  0.534
N1 0.839 1.478 -0.049  1.189
H7 0.921 -1.842 -1.172  0.360
H8 -1.949 -5.463 3.477  0.339
H9 -3.457 -0.320 -4.597  0.370
C2 -3.880 -4.551 7.147  0.953
H10 3.288 3.260 3.213  0.332
O2 4.938 3.416 1.985  -0.607
C3 -2.891 2.695 -0.230  -0.347
C4 1.327 4.677 -2.048  -0.931
F2 3.006 0.134 -5.304  -0.238
H11 -1.128 0.990 -7.016  0.490
O3 -2.919 -2.839 8.484  -0.576
H12 -4.472 1.542 -0.396  0.371
O4 -1.640 0.549 -9.579  -0.614
O5 -2.685 0.127 -5.004  -0.441
H13 0.450 4.039 1.062  0.814
H14 0.220 1.198 4.063  0.488
H15 -1.527 -3.210 -0.425  0.362
P1 3.134 0.006 -0.629  0.501
C5 1.519 0.978 2.390  -0.598
C6 -1.811 -3.316 6.468  -1.218
C7 -0.694 1.476 -0.033  -2.069
O6 3.445 -1.472 -1.113  -0.694
C8 -3.597 -0.571 -8.989  0.323
H16 -1.041 -3.792 1.144  0.286
C9 3.736 2.748 2.355  -0.592
H17 -0.945 4.819 3.669  0.248
C10 0.534 3.281 1.842  -2.600
C11 -2.858 -0.031 -6.315  0.098
C12 2.466 -2.086 -4.658  0.814
F3 1.053 -0.586 -5.803  -0.235
N2 3.378 1.077 -1.712  -0.747
H18 3.357 2.324 0.326  -0.693
H19 2.037 4.591 -2.872  0.291
F4 0.296 -0.914 5.642  -0.289
H20 -1.632 3.488 1.919  0.613
H21 -1.053 2.057 2.775  0.411
H22 1.934 -0.013 -3.109  0.245
C13 2.338 -0.933 -5.694  0.736
C14 -2.026 0.436 -7.252  -0.902
H23 4.057 1.751 2.647  0.142
C15 0.811 -0.849 0.991  1.595
H24 -3.712 -3.193 8.936  0.375
H25 -4.640 -6.073 5.782  0.442
O7 0.736 2.003 -2.546  -0.308
H26 -3.042 -0.300 -10.739  0.379
C16 1.783 -1.900 1.349  -3.159
H27 2.022 0.904 5.808  0.457
C17 0.692 -0.811 -1.451  -0.496
C18 1.508 -0.960 4.940  0.215
N3 -3.474 1.403 -0.246  -0.390
O8 -4.770 -1.193 -5.706  -0.656
F5 3.719 -2.035 -4.158  -0.270
H28 2.502 0.506 2.339  0.845
O9 -0.948 -4.014 4.379  -0.649
C19 1.291 0.003 -0.255  1.721
C20 2.531 -2.807 1.620  -0.037
H29 1.761 -2.819 -2.826  0.325
H30 -1.437 2.735 -1.675  0.658
O10 -1.744 -1.037 1.271  -0.271
H31 -1.551 3.516 4.425  0.261
O11 0.559 -0.056 2.133  0.276
H32 1.482 5.630 -1.543  0.291
H33 0.283 -0.314 -3.506  0.821
O12 -3.506 3.717 -0.080  -0.547
O13 4.005 0.141 0.702  -0.480
C21 2.063 0.441 4.818  -1.181
C22 1.279 1.346 3.855  -1.134
H34 4.771 4.363 1.933  0.402
O14 -2.760 -5.801 3.902  -0.604
H35 3.123 0.400 4.543  0.418
H36 0.186 -3.583 -0.110  0.311
C23 1.416 -2.090 -3.562  -0.976
C24 -4.108 -0.808 -6.654  1.109
H37 2.194 -1.607 5.493  0.405
O15 1.555 3.643 -1.086  -0.598
N4 -0.795 3.829 3.828  -0.596
C25 -0.829 3.099 2.549  -1.242
H38 1.528 2.379 4.078  0.580
H39 -0.025 1.425 -2.620  0.087
C26 1.393 2.105 1.330  2.337
C27 -2.797 -3.514 7.358  0.429
H40 -1.036 -2.575 6.607  0.549
H41 1.311 -1.427 3.977  -0.325
O16 -3.794 -0.728 -10.285  -0.553
C28 -0.720 -3.154 0.312  -0.864
F6 2.352 -3.246 -5.352  -0.351
C29 2.798 2.742 1.146  -1.161
C30 -2.877 -5.136 5.044  0.309
H42 2.978 -2.183 -0.649  0.325
B2 -0.615 -1.688 0.839  0.519
H43 -0.401 -0.799 -1.419  0.776
C31 1.124 -0.713 -2.935  -2.055
C32 -1.787 -4.111 5.264  1.196
H44 -3.391 0.951 0.663  0.111
H45 4.538 -0.649 0.872  0.475
H46 3.167 -3.610 1.933  0.692
H47 0.310 4.635 -2.436  0.336
H48 2.667 3.789 0.880  1.131
H49 0.511 -2.481 -4.029  0.278
C33 -1.406 2.718 -0.581  0.072
C34 -4.428 -1.038 -8.043  -1.012
H50 -1.037 3.662 -0.197  0.059
C35 -2.332 0.188 -8.649  0.970